{"formula": "C28H58BFN6O9P", "method": "the ωB97M-V functional and the def2-TZVPD basis", "species": ["H", "H", "H", "C", "H", "H", "H", "H", "H", "C", "O", "C", "H", "C", "H", "H", "H", "C", "C", "C", "H", "H", "H", "H", "C", "N", "C", "C", "N", "H", "C", "O", "C", "H", "N", "H", "H", "C", "H", "C", "C", "C", "H", "C", "H", "H", "C", "H", "H", "H", "N", "H", "H", "C", "C", "N", "H", "C", "H", "C", "H", "H", "H", "O", "H", "H", "C", "O", "C", "H", "H", "H", "P", "H", "O", "C", "H", "H", "F", "C", "B", "H", "H", "H", "H", "O", "H", "H", "C", "H", "H", "H", "H", "H", "C", "H", "H", "H", "O", "O", "O", "H", "H", "N"], "coordinates": [[-1.171666, 3.756890, -4.525177], [-3.387101, -2.523424, 4.438155], [-1.075084, -5.177739, 5.335038], [-0.664498, 2.788252, -4.473976], [-1.813998, -2.304381, -1.784092], [1.873174, -1.726063, 5.294794], [-2.724420, -1.532337, 5.955584], [-0.633334, -1.241931, 5.540659], [-0.354597, 0.246326, -0.799674], [3.301196, 2.406099, -1.554736], [-2.124379, 2.281608, 2.414523], [-3.285007, -1.497154, 4.941310], [6.034755, 2.408133, 0.405472], [5.514810, 3.301126, -1.647898], [2.190338, -0.198038, 5.862423], [2.280620, 2.835260, -1.892945], [1.956480, 1.046358, 1.921817], [-0.993390, 4.006623, -7.343092], [-1.990817, -5.010989, -1.961390], [0.252450, -1.952297, 2.361697], [0.944998, 3.553501, -3.256133], [-0.689325, 1.944513, -7.874184], [1.336856, 2.044146, -4.094529], [-2.004157, 1.782475, -5.815903], [-2.332565, 0.060449, -0.094959], [-0.128627, 0.368466, 1.380694], [0.321813, 0.186056, 3.927527], [0.473461, 3.305320, 2.238812], [0.272184, -3.599555, 4.615758], [-0.065736, 1.280754, 4.039966], [0.181484, -0.458142, 5.383427], [1.623554, 1.449270, -0.031348], [0.816044, 3.001773, -4.192053], [-3.023563, 3.718120, -6.609298], [-1.793284, -0.816247, 2.883266], [3.748242, 1.891988, -2.485719], [-2.308328, -1.348343, 2.182461], [-0.928727, 1.975768, -5.741860], [-0.874716, -6.551231, -2.863041], [-1.361793, -2.784261, -0.838225], [1.333551, 0.530779, 1.084966], [3.069828, 1.348136, -0.330953], [-3.619855, 0.111839, 3.454741], [-0.782460, -0.289597, 0.148992], [-3.000337, -0.822381, -0.459459], [-0.531431, 4.373153, -8.266111], [-0.292775, -1.805027, -0.065927], [-1.526156, -3.399507, 5.932664], [6.104314, 4.293539, -1.513990], [0.358526, 3.334456, 3.377852], [0.975880, -1.939021, -0.913583], [-2.262741, -2.818819, -0.093279], [3.725487, 1.657916, 0.566231], [-2.660567, -0.356375, 3.933185], [-0.435235, 2.613445, -7.043792], [-1.696460, -5.958386, -3.048448], [1.299621, 3.578932, -4.984544], [-0.886880, -4.305956, -0.995673], [-2.294011, 0.480699, 4.653517], [-0.678528, -4.128283, 5.642359], [5.963975, 1.154807, -1.010416], [7.430885, 2.308479, -0.840471], [-3.735356, 2.536245, -0.416379], [4.151586, 3.510194, -1.153616], [-2.921521, 0.382335, 0.860008], [-0.707654, 4.711774, -6.555794], [-2.505302, 4.023805, -7.521830], [0.698942, -1.205602, -3.321189], [6.288725, 2.219156, -0.697517], [0.712684, -5.370796, 3.485033], [1.475721, 0.282776, 3.821160], [-0.052173, -4.254197, 6.618014], [-0.729454, 2.062758, 1.382449], [1.373504, -5.403332, 5.255364], [-2.411805, 0.747556, -2.505497], [-0.416261, -0.466705, 2.660634], [0.099265, 4.343327, 1.860268], [-0.454463, 0.992334, -5.638498], [1.672816, -1.996576, 2.799808], [-2.585275, 1.137015, -1.306339], [-0.388562, -3.137361, 3.360509], [2.221148, -4.333445, 3.944077], [1.551602, 3.213077, 1.866784], [0.658995, 2.670841, -7.030332], [5.554954, 3.031020, -2.763477], [-1.638497, -3.821245, 2.982938], [-1.653324, -5.494787, -3.971435], [-1.359696, -4.756802, 2.846412], [0.806678, -1.716572, -2.170916], [-0.077802, 0.389931, 6.143189], [3.287112, 0.277190, -0.705002], [0.103985, -4.307573, -1.601270], [-2.600898, 3.109598, 2.157093], [-2.842862, 5.033556, -7.770979], [1.214408, -4.750386, 4.326163], [-4.364937, -1.157341, 5.215085], [-0.711289, -4.879271, -0.022872], [-1.105792, 2.256335, -3.623945], [0.015977, -2.544798, 1.113345], [-3.040881, 2.470296, -1.113841], [-3.201709, -4.664830, -1.781056], [-2.810124, 3.356243, -8.332227], [1.925068, -0.418534, 0.856949], [1.504674, -0.986522, 5.911965]], "forces_ev_per_angstrom": [[0.0080, -0.0344, -0.0411], [0.4169, 1.4906, 0.8299], [0.2997, 1.7749, 0.6323], [-0.0083, -0.1632, 0.1074], [1.1822, -0.8147, 1.2185], [-0.5012, 0.3662, 0.3638], [-0.7758, -0.2101, -1.8657], [1.2936, 1.0025, -0.6205], [-0.1659, -0.8237, 2.0009], [-0.3666, -0.1191, -0.0545], [1.5148, -0.5379, -0.5721], [-0.5133, 0.5700, 0.0831], [0.3594, -0.2125, -1.6991], [1.5579, 0.4060, 1.3849], [-0.7567, -0.9337, 0.2025], [1.6627, -0.7762, 0.8777], [-1.8639, -1.2348, -0.6528], [0.0194, -0.1172, -0.1089], [-3.7917, 0.9276, 0.5172], [-0.2885, -1.1225, 2.1092], [0.0140, 0.0218, -0.1076], [0.0091, 0.0507, 0.0410], [-0.0016, 0.0194, -0.0585], [0.0614, 0.0007, 0.0084], [-2.4480, 0.3602, 0.4701], [-0.1637, -0.4441, 0.1987], [0.0021, 1.6064, 0.3445], [-0.0307, 0.3506, 0.3673], [-0.6045, -0.7169, -0.5636], [0.4917, -1.8877, -0.4701], [0.4392, 0.1482, 1.5003], [-0.1937, -1.5324, 1.0223], [-0.0108, 0.1721, 0.0125], [-0.0016, -0.0065, -0.0740], [0.9241, 0.8724, -0.0854], [-0.6543, 0.5557, 1.5443], [0.7412, -0.0168, 0.2351], [-0.1403, -0.0058, -0.0233], [-0.3629, 0.7655, -0.3280], [-1.8607, 0.4988, 2.3384], [4.5241, 1.1143, -0.1500], [0.0463, 0.6230, -1.4991], [1.7456, -0.6435, 0.6502], [-0.1057, 0.3732, -3.2355], [1.7377, 1.2144, 0.5405], [0.0242, -0.0069, 0.1037], [-0.2275, -2.3552, -1.3951], [1.3088, -1.2835, -0.8903], [-1.3907, -1.5197, -0.2692], [0.4232, -0.2039, -1.6184], [-1.2978, 1.4352, -4.0563], [1.4165, -0.0481, -1.3699], [-1.1136, -0.5733, -1.2900], [-3.2241, 1.2088, 2.2270], [0.1483, 0.0578, 0.0200], [0.6151, 1.2455, 1.5970], [0.0367, -0.0599, 0.0726], [0.8109, 0.0388, -2.0920], [-0.0150, -1.4508, -1.7874], [0.0391, -0.3694, 1.3817], [0.5853, 1.5665, 0.6939], [-1.8693, -0.1761, 0.1937], [0.8568, -0.3012, -0.4606], [0.5473, -1.3842, -1.4024], [1.4156, -0.2589, -1.5282], [0.0215, -0.0479, -0.0187], [-0.0475, 0.1794, 0.0526], [0.8189, -3.9128, 6.9336], [-0.2341, 0.0027, -0.9625], [1.1478, 0.3424, 1.3393], [-2.2052, -0.3604, -0.4352], [-1.1198, 0.0781, -1.6722], [-1.7159, 4.8772, -0.6759], [-0.2566, 1.1106, -1.4254], [-0.3565, 1.6124, 5.6884], [1.5202, -3.3788, 1.4571], [0.4079, -1.9591, 0.4092], [-0.0249, 0.0465, 0.0293], [-1.4713, 0.6566, -1.6908], [0.0913, -0.9626, -3.9367], [-1.5870, -0.8531, 1.0586], [-1.5844, -0.8542, 0.5818], [-1.5844, 0.0292, 0.6836], [-0.0504, -0.0316, 0.0018], [-0.2623, 0.2189, 1.6639], [2.7421, 0.8841, -0.2953], [-0.1928, -0.4836, 0.8204], [-0.6824, 0.6315, 0.4285], [-0.0122, 3.9412, -2.2800], [0.2677, -1.3528, -1.5620], [-0.2509, 1.5352, 0.8450], [-1.5260, -0.1749, 1.1962], [0.7443, -0.9260, -0.0287], [-0.0527, -0.1122, 0.0037], [0.5714, 0.3476, -0.9817], [1.8916, -0.5254, -0.5273], [-0.4946, 1.0230, -1.3295], [0.0079, 0.1279, -0.2135], [0.2543, 1.8130, 0.2480], [0.1050, -2.4732, 0.4773], [4.7109, -1.1194, -0.8474], [-0.0101, 0.0119, 0.0694], [-1.6232, 0.6185, 0.4313], [-0.4878, 0.9468, -1.0570]], "mulliken_charge": [0.40, 0.12, 0.32, 0.58, 0.58, 0.28, 0.23, -0.34, 0.71, 0.31, -0.64, -0.85, 0.21, -0.23, 0.34, -0.53, 0.80, -0.39, 0.40, 0.37, 0.37, 0.43, 0.27, 0.36, -0.27, 1.29, -0.73, -0.85, 0.30, -0.03, 0.04, -0.01, -1.18, 0.27, 0.39, 0.42, 0.48, -0.58, 0.27, -1.54, -1.91, -0.44, 0.44, -0.52, 0.47, 0.39, 0.59, 0.13, 0.31, 0.33, -0.63, 0.42, 0.19, -0.51, -0.85, -0.55, 0.34, -0.38, 0.18, -0.86, 0.18, 0.37, 0.38, -0.43, 0.46, 0.24, -1.18, -0.54, -0.80, 0.28, 0.19, 0.36, 0.62, 0.38, -0.52, -0.26, 0.46, 0.25, -0.48, -0.06, -0.02, 0.16, 0.17, 0.29, 0.26, -0.66, 0.28, 0.29, 0.79, 0.33, 0.30, 0.29, 0.37, 0.38, -0.82, 0.40, 0.19, -0.67, 0.04, -0.47, -0.49, 0.29, 0.67, -0.77], "de_lowest_kj_mol": 837.52, "e_homo_ev": -11.6, "homo_lumo_gap_ev": 9.003, "charge": 1, "spin_multiplicity": 1}